ORCA calculation (the ωB97M-V functional and the def2-TZVPD basis) on a molecular structure, C2H3NO2S in a non-equilibrium geometry.

The geometry in XYZ format:
```
9
Properties=species:S:1:pos:R:3:forces:R:3:lowdin_charge:R:1
C -0.625345 -0.166224 -0.106289 -0.20 0.95 -2.06 0.009
C -0.416536 -1.450457 0.594202 -1.45 0.87 -0.10 -0.019
N -0.569292 0.700457 -0.889907 -0.75 -2.82 2.70 -0.134
O -0.521519 1.731490 -1.505573 -0.17 0.99 -1.20 -0.183
O 1.776697 1.582137 0.235898 -0.15 0.07 -0.11 -0.702
S 1.289566 2.708075 -0.621082 0.66 0.31 0.34 0.768
H 0.237764 -2.024066 -0.009160 0.35 -0.94 -0.67 0.073
H 0.185999 -1.082646 1.384136 0.40 -0.34 1.54 0.071
H -1.357334 -1.998765 0.917773 1.30 0.91 -0.44 0.116
```
Positions in Å, forces in eV/Å.

Computed properties:
Energy relative to the best compared isomer or geometry (same formula, charge and spin), kcal per mole: 131.9
Spin multiplicity: 1
HOMO-LUMO gap (alpha / beta), eV: 7.350 / 7.347